Entry a
Below is a molecular structure, C3H5P, with properties calculated with wB97M-V/def2-TZVPD.

Its spin multiplicity is 1. Its frontier orbital gap is 0.3266 Ha. The value obtained for the HOMO energy is -0.323 Eh.

Geometry (Å):
C 0.6863 1.0813 -0.1300
C -0.5267 0.2611 0.1173
C 0.1485 -1.0420 -0.0229
P 1.8950 -0.1331 0.0341
H 0.6886 2.1987 -0.3482
H -0.9551 0.2990 1.1589
H -1.7349 0.8033 -0.7239
H -0.0100 -1.8317 0.7374
H -0.1916 -1.6366 -0.8228

The computed Mulliken charges, all in e, follow: -0.199 -0.317 -0.738 -0.092 0.317 0.155 0.220 0.353 0.301

---

Entry b
Below is C3H5P in the gas phase, with properties calculated with wB97M-V/def2-TZVPD.

Its spin multiplicity is 1. Its SMILES is CC1=PC1. Its frontier orbital gap is 0.3256 Ha. The value obtained for the HOMO energy is -0.317 Eh.

Geometry (Å):
C 0.0861 -0.3578 -0.2290
C -0.9898 0.2672 -0.9981
C 0.9051 0.0497 0.9200
P -0.7782 -1.5945 -0.9669
H -1.9336 0.5124 -0.5211
H -0.8732 0.8112 -1.9743
H 0.3040 0.0410 1.7676
H 1.4266 0.9874 0.9426
H 1.8529 -0.7165 1.0591

The computed Mulliken charges, all in e, follow: 0.360 -0.651 -0.842 -0.119 0.213 0.224 0.258 0.334 0.223

---

If we sort the structures by their calculated energies, the order from most to least stable is entry b, entry a.

---

Entry a
Below is 3 unconnected molecules or ions with the total composition C4H12O2, with properties calculated with wB97M-V/def2-TZVPD.

Its spin multiplicity is 1. Its SMILES is C/C=C/C.O.O. Its frontier orbital gap is 0.3388 Ha. The value obtained for the HOMO energy is -0.310 Eh.

Geometry (Å):
C -0.3450 -0.2536 0.6893
C -0.2466 -0.2659 -0.6025
C -1.0794 -1.2559 -1.3541
C 0.6053 0.4056 1.6175
H -1.3745 -0.5272 1.1979
H 0.2038 0.6645 -0.9882
H -0.5362 -2.1923 -0.9888
H -1.2077 -1.0579 -2.4241
H -2.0997 -1.4449 -0.9027
H 1.5427 0.2429 1.1014
H 0.2097 1.5212 1.6499
H 0.5153 0.0331 2.5910
H 2.8442 1.9427 -5.1970
H 2.1156 0.9367 -4.4743
O 2.0665 1.3700 -5.3097
H -1.2352 -0.7501 5.6463
H -0.8006 0.4540 5.0043
O -1.2894 -0.3205 4.7701

The computed Mulliken charges, all in e, follow: 0.032 -0.097 -1.037 -1.128 0.185 0.324 0.258 0.302 0.282 0.363 0.223 0.293 0.322 0.305 -0.627 0.316 0.306 -0.621

---

Entry b
Below is a molecular structure, C4H12O2, with properties calculated with wB97M-V/def2-TZVPD.

Its spin multiplicity is 1. Its frontier orbital gap is 0.3061 Ha. The value obtained for the HOMO energy is -0.312 Eh.

Geometry (Å):
C -1.7972 1.3367 0.0026
C -0.6112 0.5297 0.6608
C -0.4183 -0.8493 1.0542
C 0.9496 -1.3939 1.3207
H -2.6096 0.7057 -0.0445
H -1.9203 2.1409 0.7843
H -1.3331 1.5958 -0.8686
H 0.2299 1.1762 0.9537
H -1.2538 -1.5455 1.1969
H 1.7180 -1.2380 0.5217
H 1.5163 -0.7219 1.9665
H 0.8496 -2.4158 1.5670
H 2.1176 1.5118 -2.1302
H 1.0589 0.4349 -1.6285
O 1.6366 1.2069 -1.3897
H -0.2924 -0.3468 -0.1478
H -0.2560 -1.2331 -2.2394
O 0.4152 -0.8943 -1.5796

The computed Mulliken charges, all in e, follow: -1.146 0.067 0.247 -1.242 0.324 0.303 0.376 0.260 0.362 0.343 0.373 0.350 0.257 0.400 -0.694 0.230 0.138 -0.946

---

If we sort the structures by their calculated energies, the order from most to least stable is entry a, entry b.

---

Entry a
Below is 3 unconnected molecules or ions with the total composition C4H12O2, with properties calculated with wB97M-V/def2-TZVPD.

Its spin multiplicity is 1. Its SMILES is C/C=C/C.O.O. Its frontier orbital gap is 0.3759 Ha. The value obtained for the HOMO energy is -0.344 Eh.

Geometry (Å):
C -0.2612 -0.6621 0.5742
C 0.2006 -0.0053 -0.4831
C 1.4467 0.8550 -0.3521
C -1.5668 -1.4120 0.6264
H 0.2188 -0.5775 1.5446
H -0.3108 -0.0314 -1.4410
H 1.9514 1.0138 -1.3031
H 1.1776 1.7925 0.1297
H 2.1634 0.3183 0.2710
H -1.3672 -2.4298 0.9727
H -2.0874 -1.4874 -0.3193
H -2.2262 -0.9364 1.3526
H -2.0382 -0.1659 -2.8150
H -1.1887 -1.3264 -2.3962
O -1.4532 -0.8379 -3.1829
H 1.8599 0.9799 2.9948
H 2.1257 2.3201 2.1275
O 1.5911 1.8708 2.7881

The computed Mulliken charges, all in e, follow: 0.126 0.033 -1.035 -1.151 0.203 0.128 0.377 0.112 0.294 0.309 0.278 0.299 0.358 0.327 -0.659 0.320 0.325 -0.644

---

Entry b
Below is 3 unconnected molecules or ions with the total composition C4H12O2, with properties calculated with wB97M-V/def2-TZVPD.

Its spin multiplicity is 1. Its SMILES is C=C(C)C.O.O. Its frontier orbital gap is 0.3504 Ha. The value obtained for the HOMO energy is -0.326 Eh.

Geometry (Å):
C -0.9215 -0.6726 0.7598
C -0.2816 0.5333 0.1814
C 0.4050 1.4422 0.8815
C -0.5433 0.6703 -1.3081
H -1.1147 -1.5263 0.0697
H -1.9256 -0.3258 1.3444
H -0.3307 -1.1777 1.4990
H 0.7299 2.3896 0.2255
H 0.6647 1.5937 1.8948
H -0.8879 -0.3175 -1.8488
H 0.3467 1.0060 -1.8263
H -1.4830 1.4420 -1.5013
H -2.0705 3.1156 2.3111
H -2.0029 2.4733 3.6465
O -1.6774 2.3873 2.8000
H 3.3677 -4.3687 -2.4852
H 2.9497 -3.0052 -3.1140
O 2.9030 -4.0295 -3.2129

The computed Mulliken charges, all in e, follow: -1.184 0.996 -0.932 -1.151 0.334 0.178 0.360 0.163 0.373 0.283 0.387 0.190 0.299 0.276 -0.570 0.312 0.332 -0.644

---

If we sort the structures by their calculated energies, the order from most to least stable is entry a, entry b.